14
Properties=species:S:1:pos:R:3 method="wB97M-V/def2-TZVPD" spin_multiplicity=2 gap_ev="8.17 / 5.77" homo_energy_ev="-8.899 / -8.898" e_above_lowest_kcal_mol=0.0
O 1.5077 -0.0061 -0.4036
C 2.4710 0.9569 -0.1194
O 3.6103 0.6033 0.1597
O 1.9383 2.0978 -0.0985
Ag -0.2598 1.8069 -0.5099
O -2.4883 0.6097 -0.4987
C -3.4217 0.2598 0.4159
H -3.4842 0.9636 1.2639
H -3.0359 -0.6942 0.8586
H -4.4005 0.0359 -0.0379
C 1.8292 -1.3934 -0.2702
H 0.9947 -1.9601 -0.6962
H 1.9992 -1.6683 0.7792
H 2.7401 -1.6118 -0.8428